# C47H62BI2N8

A 8-piece molecular cluster, C47H62BI2N8 overall (ωB97M-V with the def2-TZVPD basis set, the Open Molecules 2025 dataset).

Last column: Mulliken charge in e.
Cartesian coordinates (Å):
C 5.881 0.009 0.089  -1.348
C 5.637 1.478 -0.254  0.008
C 5.113 1.653 -1.670  -0.927
C 3.637 1.184 -1.888  -0.255
N 2.874 1.063 -0.664  0.062
B 1.330 1.161 -0.863  0.549
C 0.617 -0.240 -1.382  1.662
C -0.330 0.015 -2.569  -1.861
C -0.100 -1.083 -0.306  -0.322
C 0.244 -2.578 -0.472  0.027
C 1.636 -2.859 0.079  -0.472
C 0.628 1.815 0.494  -0.996
I 1.660 1.109 2.298  -0.104
C 0.854 3.317 0.378  -0.362
C -0.103 3.956 -0.628  -0.860
I 0.744 4.390 2.291  -0.078
H 6.862 -0.327 -0.238  0.434
H 5.834 -0.139 1.164  0.288
H 5.130 -0.608 -0.391  0.212
H 6.573 2.032 -0.169  0.540
H 4.940 1.936 0.433  -0.066
H 5.137 2.722 -1.898  0.326
H 5.774 1.190 -2.402  0.298
H 3.195 1.878 -2.594  0.267
H 3.690 0.219 -2.412  -0.144
H 3.057 0.134 -0.297  0.023
H 1.169 2.003 -1.752  -0.364
H 1.428 -0.854 -1.778  -0.660
H -1.004 -0.834 -2.707  0.477
H 0.265 0.114 -3.471  0.250
H -0.896 0.925 -2.387  0.271
H -1.169 -1.001 -0.477  -0.032
H 0.179 -0.828 0.711  0.086
H 0.208 -2.860 -1.520  -0.260
H -0.453 -3.154 0.142  0.284
H 1.870 -3.920 0.108  -0.022
H 1.724 -2.481 1.093  0.360
H 2.393 -2.344 -0.504  0.012
H -0.425 1.593 0.633  0.641
H 1.880 3.445 0.073  0.364
H -0.494 4.878 -0.218  0.457
H -0.948 3.308 -0.828  0.159
H 0.438 4.195 -1.534  0.161
N 8.267 3.638 3.361  -0.614
C 8.580 4.714 2.642  -0.223
C 7.645 5.507 1.996  -0.295
C 6.306 5.164 2.099  -0.293
C 5.961 4.048 2.841  -0.313
C 6.975 3.323 3.449  -0.192
H 9.639 4.947 2.583  0.355
H 7.960 6.371 1.425  0.357
H 5.543 5.754 1.608  0.406
H 4.928 3.746 2.948  0.412
H 6.747 2.442 4.038  0.394
N -3.564 -1.189 0.252  -0.290
C -4.314 -0.091 0.218  -0.376
C -5.325 0.181 1.128  -0.371
C -5.572 -0.744 2.129  0.034
C -4.799 -1.893 2.181  -0.701
C -3.811 -2.064 1.223  -0.158
H -4.084 0.606 -0.582  0.384
H -5.903 1.093 1.057  0.345
H -6.353 -0.568 2.858  0.395
H -4.956 -2.640 2.948  0.353
H -3.177 -2.945 1.229  0.337
N 4.558 0.575 -5.325  -0.025
C 5.863 0.450 -5.556  -0.131
C 6.634 1.422 -6.175  -0.694
C 6.013 2.592 -6.580  -0.220
C 4.656 2.740 -6.349  -0.675
C 3.978 1.707 -5.719  -0.182
H 6.310 -0.481 -5.222  0.385
H 7.693 1.265 -6.331  0.395
H 6.579 3.377 -7.066  0.357
H 4.131 3.637 -6.647  0.401
H 2.916 1.782 -5.510  0.402
N 2.743 -6.064 1.672  -0.378
C 3.755 -6.446 2.446  -0.208
C 4.461 -7.626 2.263  -0.407
C 4.094 -8.455 1.216  -0.140
C 3.043 -8.071 0.399  -0.572
C 2.405 -6.870 0.670  -0.037
H 4.009 -5.766 3.252  0.354
H 5.278 -7.884 2.922  0.339
H 4.620 -9.384 1.037  0.356
H 2.724 -8.686 -0.431  0.339
H 1.581 -6.526 0.052  0.340
N 2.159 -3.273 -3.697  -0.359
C 1.006 -3.758 -4.150  -0.287
C 0.526 -3.533 -5.431  -0.559
C 1.287 -2.756 -6.290  -0.305
C 2.487 -2.238 -5.834  -0.291
C 2.875 -2.524 -4.533  -0.164
H 0.439 -4.354 -3.442  0.455
H -0.421 -3.953 -5.743  0.398
H 0.947 -2.554 -7.298  0.379
H 3.110 -1.619 -6.465  0.377
H 3.804 -2.133 -4.135  0.333
N -8.402 2.260 2.063  -0.508
C -8.998 1.281 2.745  -0.457
C -10.013 0.492 2.226  -0.461
C -10.436 0.730 0.929  -0.214
C -9.828 1.744 0.206  -0.383
C -8.822 2.475 0.817  -0.252
H -8.642 1.128 3.757  0.726
H -10.458 -0.289 2.827  0.387
H -11.225 0.135 0.487  0.379
H -10.126 1.964 -0.810  0.392
H -8.318 3.276 0.286  0.384
N -10.150 1.111 5.943  -0.260
C -10.894 2.213 5.893  -0.057
C -11.908 2.497 6.795  -0.622
C -12.166 1.583 7.804  -0.120
C -11.401 0.430 7.870  -0.525
C -10.409 0.243 6.919  -0.211
H -10.659 2.899 5.086  0.364
H -12.479 3.411 6.708  0.352
H -12.949 1.768 8.528  0.363
H -11.568 -0.310 8.641  0.355
H -9.785 -0.644 6.936  0.365

Properties
F_max = 1.43 eV/A
DFT total energy = -2886.421475 a.u.
charge = -1
LUMO energy = 1.83 eV

***

# C47H64CsN10O3S2Te

C47H64CsN10O3S2Te as an isolated structure (ωB97M-V with the def2-TZVPD basis set, the Open Molecules 2025 dataset).

Last column: Mulliken charge in e.
Cartesian coordinates (Å):
Cs -0.118 -0.002 0.587  1.222
C 2.139 -1.075 -3.872  -1.072
N 1.233 -2.162 -3.545  0.832
C 0.927 -3.078 -4.610  -1.161
C 0.630 -2.189 -2.332  0.228
O 0.842 -1.373 -1.457  0.056
C -0.362 -3.313 -2.082  -2.354
O -0.912 -3.144 -0.800  0.449
C -1.726 -4.239 -0.512  -1.617
C -2.323 -4.069 0.874  0.622
O -2.038 -3.110 1.566  -0.650
N -3.191 -5.027 1.300  0.256
C -3.468 -6.251 0.588  -0.994
C -3.776 -4.910 2.614  -1.116
H 1.783 -0.549 -4.762  0.472
H 3.137 -1.466 -4.090  0.344
H 2.189 -0.358 -3.049  -0.198
H 0.325 -2.592 -5.385  0.279
H 0.389 -3.954 -4.255  0.390
H 1.855 -3.424 -5.073  0.357
H 0.162 -4.279 -2.145  0.602
H -1.155 -3.283 -2.844  0.627
H -1.133 -5.166 -0.538  0.525
H -2.543 -4.332 -1.248  0.549
H -3.027 -6.249 -0.402  0.329
H -4.547 -6.391 0.476  0.333
H -3.066 -7.112 1.131  0.317
H -3.647 -3.894 2.975  0.252
H -3.307 -5.599 3.322  0.327
H -4.843 -5.141 2.560  0.350
C -4.718 4.717 -3.434  -1.669
C -5.599 4.474 -2.244  0.812
C -6.827 5.108 -2.118  -0.616
C -7.647 4.903 -1.019  -0.715
C -7.235 4.024 -0.029  -0.943
C -6.022 3.362 -0.133  -0.011
C -5.190 3.595 -1.228  0.251
N -3.969 2.932 -1.386  0.231
C -3.131 2.379 -0.402  -0.609
N -3.176 3.037 0.787  0.109
C -2.620 2.709 2.091  -0.390
C -1.967 1.506 2.315  -0.749
C -1.486 1.359 3.622  0.246
C -1.660 2.300 4.634  -0.692
C -2.345 3.472 4.345  -0.980
C -2.840 3.701 3.066  1.342
C -3.571 4.984 2.768  -1.436
N -2.351 1.403 -0.680  0.239
C -2.492 0.662 -1.863  -0.597
C -1.463 0.681 -2.804  -0.199
C -1.523 -0.112 -3.941  -0.311
C -2.601 -0.963 -4.132  -1.105
C -3.606 -1.014 -3.174  -0.805
C -3.576 -0.218 -2.037  1.478
C -4.645 -0.309 -0.988  -1.709
H -5.147 5.484 -4.078  0.401
H -4.587 3.819 -4.045  0.318
H -3.720 5.040 -3.131  0.374
H -7.136 5.790 -2.903  0.332
H -8.595 5.417 -0.940  0.391
H -7.865 3.838 0.833  0.392
H -5.719 2.658 0.628  0.594
H -3.652 2.760 -2.326  0.285
H -3.650 3.920 0.726  0.088
H -0.946 0.444 3.892  -0.027
H -1.269 2.126 5.633  0.388
H -2.500 4.227 5.109  0.253
H -3.632 5.612 3.657  0.365
H -4.597 4.811 2.425  0.260
H -3.070 5.574 1.994  0.352
H -0.609 1.327 -2.632  0.560
H -0.718 -0.064 -4.665  0.555
H -2.660 -1.589 -5.014  0.412
H -4.441 -1.695 -3.305  0.394
H -5.205 -1.239 -1.086  0.496
H -5.356 0.519 -1.064  0.200
H -4.208 -0.262 0.011  0.321
C 3.797 -0.290 7.274  -1.082
C 3.238 0.375 6.022  -0.390
C 2.365 -0.538 5.222  0.581
N 2.767 -1.120 4.145  -0.761
N 1.799 -1.918 3.580  -0.151
C 0.685 -1.905 4.257  0.200
N -0.412 -2.634 3.903  -0.413
S 0.744 -0.928 5.669  -0.172
H 4.444 0.397 7.819  0.360
H 4.379 -1.174 7.014  0.315
H 3.000 -0.605 7.949  0.298
H 4.041 0.685 5.352  0.203
H 2.679 1.276 6.287  0.311
H -0.396 -2.996 2.955  0.252
H -1.309 -2.210 4.094  0.304
S 1.642 -5.208 0.404  -0.455
C 2.716 -3.898 0.114  0.144
N 3.404 -3.835 -1.041  -0.048
C 4.396 -2.818 -1.363  -0.885
C 4.041 -1.534 -0.634  1.006
C 3.863 -1.839 0.841  -0.414
N 2.912 -2.934 1.003  0.216
H 3.270 -4.633 -1.640  0.261
H 4.385 -2.671 -2.445  0.394
H 5.396 -3.169 -1.083  0.362
H 3.101 -1.142 -1.021  -0.437
H 4.803 -0.766 -0.781  0.024
H 3.469 -0.967 1.365  0.026
H 4.810 -2.110 1.321  0.149
H 2.358 -2.945 1.853  0.148
C 8.864 2.073 -0.934  -1.493
C 7.367 2.104 -1.068  0.675
C 6.543 2.183 0.046  -1.134
C 5.154 2.209 -0.058  0.969
C 4.349 2.290 1.205  -1.624
C 4.546 2.155 -1.323  -0.530
Te 2.415 2.055 -1.473  -0.066
C 5.368 2.087 -2.456  1.493
C 4.814 2.021 -3.853  -1.783
C 6.753 2.062 -2.310  -0.755
H 9.164 2.083 0.115  0.343
H 9.337 2.931 -1.418  0.323
H 9.292 1.176 -1.388  0.310
H 6.990 2.224 1.036  0.190
H 5.006 2.347 2.073  0.345
H 3.687 1.427 1.309  0.208
H 3.680 3.153 1.191  0.364
H 3.782 2.363 -3.888  0.351
H 4.832 0.994 -4.229  0.216
H 5.420 2.627 -4.530  0.469
H 7.365 2.011 -3.207  0.361

Properties
F_max = 1.01 eV/A
DFT total energy = -3687.278716 a.u.
charge = -1
LUMO energy = 1.69 eV

***

# C47H66BN6O19P

A 5-piece molecular cluster, C47H66BN6O19P overall (ωB97M-V with the def2-TZVPD basis set, the Open Molecules 2025 dataset).

Last column: Mulliken charge in e.
Cartesian coordinates (Å):
C 4.660 1.587 4.307  -0.588
C 4.539 3.208 4.394  -0.310
O 3.845 3.792 3.250  -0.278
C 2.448 3.566 3.424  -0.050
O 1.676 4.324 4.080  -0.487
C 1.773 2.236 2.770  0.806
C 0.450 2.740 2.026  -0.565
C -0.343 1.611 1.211  -0.001
C 0.559 0.919 0.045  0.704
O 1.617 0.098 0.488  0.789
C 1.488 -1.337 0.418  0.355
C 2.967 -1.919 0.217  -0.995
C 3.922 -1.126 -0.790  -0.341
O 4.078 -1.789 -2.096  -0.520
B 1.125 -1.782 1.983  1.491
C 1.252 -3.300 2.555  -0.808
O 0.721 -0.795 2.981  -1.092
C 0.342 -1.929 -0.529  -0.339
O -0.788 -2.098 0.399  0.630
C -1.808 -2.981 -0.096  -0.784
C -3.201 -2.673 0.711  0.246
C -2.941 -3.137 2.221  -1.005
C -3.788 -1.205 0.511  -1.012
C -3.628 -0.258 1.831  1.198
C -3.731 1.325 1.459  -0.925
C -4.845 -0.507 2.900  -1.366
C 0.588 -3.415 -1.091  -0.350
O 0.965 -4.399 -0.358  -0.665
O 0.292 -3.784 -2.412  -0.803
N 0.008 -0.942 -1.644  0.781
C 1.017 -0.834 -2.728  -1.170
O 1.895 0.301 -2.684  0.618
C 2.429 0.570 -4.003  -0.874
C -0.476 0.344 -1.042  1.219
P -1.027 1.654 -2.347  0.831
N -1.669 0.995 -3.653  -0.882
O 0.230 2.754 -2.727  -0.535
O -2.272 2.647 -1.672  -0.568
H 3.647 1.154 4.660  0.154
H 4.719 1.312 3.187  0.002
H 5.531 1.176 4.918  0.411
H 5.592 3.651 4.404  0.307
H 3.945 3.523 5.334  0.288
H 1.528 1.567 3.673  0.283
H 2.570 1.803 2.079  -0.438
H -0.273 3.197 2.805  -0.101
H 0.672 3.591 1.280  0.252
H -1.168 2.176 0.622  0.529
H -0.901 0.851 1.852  -0.519
H 1.049 1.838 -0.468  -0.287
H 3.042 -3.025 -0.039  0.387
H 3.481 -1.822 1.254  0.332
H 4.986 -1.174 -0.328  0.460
H 3.703 -0.020 -0.924  -0.440
H 4.555 -2.641 -1.975  0.373
H 0.353 -3.893 2.131  0.019
H 2.185 -3.851 2.171  0.189
H 1.168 -3.373 3.693  0.294
H 0.727 -1.245 3.862  0.139
H -2.080 -2.870 -1.203  0.174
H -1.655 -4.100 0.169  -0.023
H -3.956 -3.426 0.258  0.427
H -2.585 -4.238 2.197  0.386
H -3.888 -3.069 2.865  0.384
H -2.086 -2.558 2.730  -0.028
H -3.464 -0.668 -0.454  0.225
H -4.937 -1.325 0.404  0.498
H -2.645 -0.426 2.383  -0.134
H -3.179 1.967 2.223  0.062
H -4.836 1.670 1.469  0.639
H -3.372 1.440 0.383  -0.220
H -5.380 0.470 3.160  0.415
H -4.333 -0.846 3.881  0.307
H -5.538 -1.358 2.592  0.285
H -0.840 -1.375 -2.085  1.036
H 0.427 -0.738 -3.723  0.457
H 1.687 -1.752 -2.892  0.446
H 2.979 -0.328 -4.464  0.270
H 1.544 0.885 -4.681  0.211
H 3.150 1.457 -3.902  0.184
H -1.471 0.193 -0.465  -1.886
H -1.618 -0.032 -3.575  0.237
H 0.119 3.559 -2.158  0.339
H -3.059 2.043 -1.709  0.383
O -3.745 -11.003 0.687  -0.603
N -4.115 -10.053 0.012  0.991
O -5.258 -9.895 -0.392  -0.601
C -3.120 -9.038 -0.342  -0.027
C -1.797 -9.200 0.067  -0.238
C -0.850 -8.245 -0.291  -0.574
C -1.227 -7.139 -1.047  -0.362
C -2.552 -6.978 -1.444  -0.480
C -3.505 -7.929 -1.093  -0.284
H -1.490 -10.057 0.657  0.433
H 0.183 -8.364 0.017  0.420
H -0.484 -6.397 -1.330  0.403
H -2.840 -6.112 -2.031  0.463
H -4.533 -7.793 -1.411  0.436
O 4.557 1.850 0.365  -0.527
N 4.178 2.809 -0.292  1.238
O 3.029 2.970 -0.682  -0.672
C 5.167 3.831 -0.641  0.184
C 6.494 3.666 -0.247  -0.294
C 7.435 4.627 -0.600  -0.601
C 7.048 5.743 -1.336  -0.424
C 5.719 5.908 -1.718  -0.665
C 4.772 4.950 -1.371  -0.353
H 6.808 2.801 0.327  0.435
H 8.471 4.505 -0.304  0.384
H 7.786 6.489 -1.615  0.393
H 5.423 6.781 -2.289  0.385
H 3.741 5.088 -1.677  0.392
O -3.131 3.372 5.500  -0.597
N -3.407 4.411 6.085  1.011
O -4.473 4.627 6.643  -0.601
C -2.395 5.469 6.113  -0.126
C -1.181 5.276 5.456  0.000
C -0.231 6.292 5.464  -0.333
C -0.495 7.487 6.128  -0.595
C -1.705 7.670 6.791  -0.404
C -2.662 6.660 6.786  -0.465
H -0.963 4.351 4.935  0.445
H 0.713 6.153 4.950  0.483
H 0.247 8.280 6.127  0.391
H -1.904 8.602 7.310  0.373
H -3.602 6.816 7.304  0.433
O -4.262 -2.616 -10.284  -0.599
N -4.241 -2.280 -9.108  0.990
O -5.091 -2.588 -8.285  -0.597
C -3.124 -1.447 -8.656  -0.034
C -2.154 -1.042 -9.570  -0.393
C -1.108 -0.231 -9.141  -0.424
C -1.034 0.165 -7.809  -0.609
C -2.001 -0.251 -6.898  -0.028
C -3.052 -1.059 -7.319  -0.440
H -2.200 -1.344 -10.611  0.433
H -0.351 0.095 -9.847  0.380
H -0.220 0.803 -7.479  0.402
H -1.936 0.059 -5.860  0.538
H -3.801 -1.374 -6.600  0.450

Properties
F_max = 7.68 eV/A
structure (SMILES) = CCOC(=O)CCC[C@H]1O[C@@](CCO)(B(C)O)[C@](OC[C@@H](C)CC(C)C)(C(=O)[O-])[N@H+](COC)[C@@H]1P(=N)(O)O.O=[N+]([O-])c1ccccc1.O=[N+]([O-])c1ccccc1.O=[N+]([O-])c1ccccc1.O=[N+]([O-])c1ccccc1
DFT total energy = -3954.262787 a.u.
charge = 0
LUMO energy = -1.20 eV